Entry i
# C22H23N3O4S2

The molecule C22H23N3O4S2 (wB97M-V/def2-TZVPD, OMol25).

## Properties
SMILES: COc1ccc(S(=O)(=O)N(CC(=O)NCCSc2ccccn2)c2ccccc2)cc1

Positions of all 54 atoms, in Å:
C 4.608 -0.443 1.025
C 5.967 -1.449 -0.685
N 0.078 1.794 -0.906
N 2.793 1.047 0.447
C -3.104 -3.777 -0.541
H -4.291 1.070 2.327
C 2.403 2.151 -0.409
C -1.093 1.456 -1.678
S -2.784 2.379 0.300
H 6.237 -1.760 1.415
C -0.724 -0.698 1.089
O -1.737 -3.643 -0.856
H -5.073 -0.974 -2.025
H -1.112 0.059 1.753
O 1.562 1.480 -2.578
O 0.819 1.714 1.818
H 2.032 2.943 0.245
H 0.719 -3.352 -1.285
H 3.287 2.503 -0.944
C 3.843 0.197 0.053
O 2.283 -0.053 2.682
H 4.367 -0.300 2.064
C -3.878 1.009 0.220
C 0.332 -2.600 -0.617
C 5.654 -1.267 0.652
H -0.040 1.987 0.084
H -1.866 3.478 -1.581
H -2.598 -1.679 0.839
C -4.501 0.575 1.393
N -4.084 0.447 -0.960
C -4.935 -0.564 -1.033
H -3.253 -3.943 0.530
H -5.886 -0.850 2.186
C -1.029 -2.639 -0.293
C 1.154 -1.632 -0.081
C -5.380 -0.484 1.304
C -1.555 -1.676 0.567
H -3.676 -2.899 -0.856
C -2.210 2.456 -1.428
H 6.790 -2.086 -0.971
H 3.567 0.485 -2.064
H 5.446 -0.939 -2.698
H -3.447 -4.650 -1.093
H -6.296 -1.897 -0.045
H -0.799 1.472 -2.732
C -5.611 -1.071 0.063
C 1.317 1.772 -1.423
S 1.644 0.562 1.560
C 5.215 -0.804 -1.652
C 0.618 -0.678 0.766
C 4.155 0.010 -1.294
H -1.443 0.448 -1.427
H -3.071 2.239 -2.056
H 2.205 -1.619 -0.320

=====

Entry ii
# C22H23N3O4S2

The molecule C22H23N3O4S2 (wB97M-V/def2-TZVPD, OMol25).

## Properties
SMILES: COc1ccc(S(=O)(=O)N(CC(=O)NCCSc2ccccn2)c2ccccc2)cc1

Positions of all 54 atoms, in Å:
C 0.815 3.746 0.856
H 2.176 3.224 -0.737
H 0.041 -0.162 -4.490
C -3.222 1.611 -0.174
C 0.093 -0.539 -3.469
H -4.133 -1.085 -2.005
N 1.166 -1.521 1.035
H 0.805 6.595 -0.703
C -2.192 -0.173 -1.929
H -3.303 -0.963 1.512
H 2.172 -1.046 -3.600
C 0.174 3.280 2.010
H -3.812 -3.184 0.553
H 2.539 0.945 0.062
O 0.639 -0.788 3.418
C 1.870 1.598 0.598
C 2.277 -2.055 0.281
H -3.591 2.346 0.522
C -2.503 -1.603 1.173
H 0.885 5.025 -1.541
H 2.254 5.574 -0.530
H 0.623 -2.551 -1.591
O 0.541 5.026 0.508
C -4.054 0.620 -0.687
H -0.100 1.610 3.334
H -5.093 0.570 -0.396
C -3.535 -0.297 -1.577
H 1.068 -2.396 -3.985
O 3.133 -0.668 -1.496
N 1.384 -2.006 -1.972
O 2.939 -0.634 2.575
C -1.749 -3.659 0.227
H 0.353 -3.923 0.078
C -2.790 -2.848 0.640
C 1.233 -1.537 -3.328
N -1.397 0.764 -1.447
H -0.992 -0.179 1.663
C 2.313 -1.491 -1.143
H -1.207 2.376 -0.222
H 2.266 -3.149 0.258
C -0.437 -3.240 0.355
H 0.191 0.282 -2.758
H -1.953 -4.636 -0.185
H -0.474 3.957 2.545
C 1.665 2.893 0.152
C -1.198 -1.159 1.268
C 0.378 1.989 2.445
S -1.524 -1.310 -3.094
C -1.902 1.632 -0.586
C 1.165 5.570 -0.634
S 1.533 -0.499 2.338
C 1.221 1.152 1.731
C -0.140 -1.979 0.877
H 3.180 -1.730 0.802

=====

On energetic grounds, entry i is preferred over the next structure by 12.8 kJ/mol.

=====

Entry i
# C4H10S

A cluster of 2 separate species, C4H10S in total (wB97M-V/def2-TZVPD, OMol25).

## Properties
SMILES: C=C.CSC

Positions of all 15 atoms, in Å:
H 2.166 -1.545 -0.062
H -1.822 -2.605 0.139
C 2.242 -0.496 -0.352
H 1.589 2.277 -1.031
H -3.311 -2.349 1.219
H 0.370 2.809 0.126
H -2.130 -0.375 -0.844
H -3.349 0.078 0.503
H 2.364 -0.387 -1.445
C -2.713 -0.682 0.030
H 2.055 2.568 0.699
C 1.286 2.202 0.023
S 0.741 0.468 0.296
H 3.108 -0.038 0.143
C -2.594 -1.923 0.555

=====

Entry ii
# C4H10S

The molecule C4H10S (wB97M-V/def2-TZVPD, OMol25).

## Properties
SMILES: CC(C)(C)S

Positions of all 15 atoms, in Å:
C -0.273 -1.188 -1.177
C 1.497 -0.550 0.644
S -0.115 1.446 -0.395
H 2.169 -0.268 -0.119
C 0.098 -0.353 0.065
H -0.564 -1.494 1.849
H 0.201 -2.171 -1.039
H -1.364 1.311 -0.917
H -1.318 -1.171 -1.227
H 1.559 -1.654 0.906
H -1.900 -0.826 0.724
H 0.186 -0.698 -1.932
H 1.765 0.136 1.463
C -0.963 -0.658 1.247
H -1.043 0.195 1.936

=====

On energetic grounds, entry ii is preferred over the next structure by 88.8 kJ/mol.

=====

Entry i
# C4H10S

The molecule C4H10S (wB97M-V/def2-TZVPD, OMol25).

## Properties
SMILES: CC(C)(C)S

Positions of all 15 atoms, in Å:
H -1.762 1.059 0.384
H 1.380 -0.781 1.802
C 0.346 0.047 0.009
H 1.020 2.009 -0.862
H 0.335 2.137 0.752
H -0.236 -0.249 2.054
H 0.109 -1.783 1.200
C 0.845 1.445 0.075
H 1.092 -1.893 -0.960
H 0.798 -0.510 -1.931
S -1.450 -0.040 -0.272
C 1.168 -0.797 -1.006
C 0.377 -0.749 1.295
H 1.892 1.455 0.517
H 2.156 -0.480 -0.842

=====

Entry ii
# C4H10S

A structure of composition C4H10S (wB97M-V/def2-TZVPD, OMol25).

Positions of all 15 atoms, in Å:
H 0.578 -2.242 1.578
H -0.081 0.674 -1.871
H -1.257 1.613 0.235
S 0.162 -0.395 0.273
H 1.709 1.765 0.583
C 2.191 0.781 0.422
C -1.409 0.611 0.616
C -0.038 -0.358 -1.537
H 2.479 0.424 1.428
H -1.547 0.627 1.690
H 0.836 -0.846 -1.950
H -0.736 -2.544 0.364
H -2.255 0.133 0.132
H -0.936 -0.894 -1.825
C 0.187 -2.030 0.596

=====

On energetic grounds, entry i is preferred over the next structure by 559.2 kJ/mol.

=====

Entry i
# C4H4O

A cluster of 2 separate species, C4H4O in total (wB97M-V/def2-TZVPD, OMol25).

Positions of all 9 atoms, in Å:
C -1.300 0.637 0.122
C -1.409 -0.810 0.075
H -0.969 -1.149 0.957
C 3.023 0.651 0.026
H -0.758 -1.122 -0.616
O -1.921 1.598 0.000
H 3.820 0.232 -0.471
H -2.341 -1.042 -0.267
C 1.855 1.006 0.174

=====

Entry ii
# C4H4O

A structure of composition C4H4O (wB97M-V/def2-TZVPD, OMol25).

Positions of all 9 atoms, in Å:
H 1.940 1.088 0.241
H -1.350 0.261 1.471
C 1.444 0.478 -0.448
C -1.555 -1.136 -0.386
O -0.423 -1.035 -1.149
C -1.079 -0.191 0.508
H -2.340 -1.847 -0.676
C 0.129 -0.093 -0.266
H 2.010 0.077 -1.175

=====

On energetic grounds, entry ii is preferred over the next structure by 351.4 kJ/mol.

=====

Entry i
# C3H10N4O

The molecule C3H10N4O (wB97M-V/def2-TZVPD, OMol25).

## Properties
SMILES: [H]/N=C(/NN)N(C)OC

Positions of all 18 atoms, in Å:
H -0.129 -1.049 -2.130
H -0.666 2.040 -0.921
H -0.765 -2.146 -0.909
H 2.339 -1.224 0.759
N 0.345 2.031 -0.736
H -2.354 -0.676 1.426
C 0.667 0.845 -0.441
C -2.204 0.311 0.905
N 1.966 0.456 -0.181
H -3.193 0.855 0.764
H 1.529 -0.172 1.681
N -0.230 -0.241 -0.181
H 0.988 -1.786 -0.914
C -0.030 -1.369 -1.073
O -1.584 0.160 -0.357
N 2.262 -0.246 1.022
H -1.549 0.952 1.550
H 2.610 1.258 -0.263

=====

Entry ii
# C3H10N4O

A structure of composition C3H10N4O (wB97M-V/def2-TZVPD, OMol25).

Positions of all 18 atoms, in Å:
H -1.040 -2.431 0.485
N -0.285 -0.892 -0.561
H 0.723 1.387 0.823
H -1.037 1.036 -1.521
H -1.411 -0.936 1.093
H -2.789 1.446 0.143
O 2.030 -0.092 -1.697
N -0.663 -1.505 0.656
C -0.827 0.855 -0.470
H -0.765 -1.246 -1.387
N 2.101 -0.707 0.531
C -1.776 1.245 0.457
H 2.804 -1.389 0.280
H 0.947 1.985 -0.739
C 1.529 -0.144 -0.596
H -1.554 1.283 1.517
N 0.613 1.206 -0.174
H 1.401 -1.101 1.162

=====

On energetic grounds, entry i is preferred over the next structure by 83.1 kJ/mol.

=====

Entry i
# C4H32BO24

A cluster of 17 separate species, C4H32BO24 in total (wB97M-V/def2-TZVPD, OMol25).

## Properties
Charge: -1

Positions of all 61 atoms, in Å:
H -3.350 -5.281 8.687
C -3.960 -0.310 5.857
O 0.846 -3.475 11.906
H -3.869 -2.562 12.636
O -2.004 -1.583 5.889
H 1.166 1.195 7.861
H 2.231 -1.137 7.758
H -2.798 -0.604 2.110
H -5.756 3.079 5.178
O 1.368 1.029 6.932
H -3.409 -4.439 3.971
O -2.669 3.136 7.530
O -4.041 -3.222 11.959
B -2.260 -1.018 7.216
C -0.696 -0.829 8.867
H -5.452 -1.617 2.251
O -4.045 -4.376 3.249
O -3.451 -0.160 7.063
O -6.116 -1.077 8.554
O -4.899 0.284 5.412
H 3.546 -1.495 7.090
H -4.062 1.430 3.266
H 0.178 -1.520 4.719
H -1.424 -3.804 1.061
O -2.554 -0.430 1.190
H -0.959 -3.563 3.765
O -3.116 -1.609 3.941
H -3.634 -2.861 11.160
H -6.854 -0.514 8.302
O -5.482 -1.442 1.308
H -5.332 -0.564 8.328
H 0.919 2.495 10.770
O -1.701 -2.572 10.254
O -3.472 -4.869 7.826
H -2.799 2.385 6.939
H -2.489 2.737 8.386
O 0.559 -0.627 4.713
O -5.050 3.722 5.293
C -2.999 -1.256 5.074
H 0.611 -0.373 5.645
O -4.604 0.963 2.622
C -1.696 -1.934 9.239
H -4.644 -3.676 3.521
O 1.471 1.740 10.991
O 2.771 -1.893 7.496
O -0.230 -3.529 4.414
H 1.543 -2.877 11.621
H -2.504 -4.041 2.141
O -1.616 -3.667 1.991
H 0.964 0.969 10.704
H 0.079 -3.210 11.385
H -4.922 -0.657 1.209
H -2.895 -4.097 7.844
H -5.410 0.755 3.103
H -2.588 -1.296 0.775
O -1.091 -0.289 7.732
H 2.172 1.526 6.753
O 0.291 -0.506 9.472
H -0.530 -4.042 5.171
H -4.804 3.656 6.224
O -2.540 -2.063 8.230

=====

Entry ii
# C4H32BO24

A cluster of 17 separate species, C4H32BO24 in total (wB97M-V/def2-TZVPD, OMol25).

## Properties
Charge: -1

Positions of all 61 atoms, in Å:
C -13.331 -8.028 7.671
H -14.191 -4.082 9.236
O -13.002 -7.061 8.293
H -14.410 -10.213 10.226
O -16.322 -10.160 3.394
C -12.628 -9.416 7.500
H -11.847 -6.978 11.105
C -15.860 -10.083 4.547
H -16.540 -5.175 6.024
H -14.384 -12.333 6.596
O -16.748 -7.686 1.711
O -14.868 -12.692 5.856
O -15.128 -3.548 5.393
H -14.170 -9.053 11.137
C -16.614 -10.499 5.761
H -14.478 -3.320 6.084
H -17.770 -9.250 10.030
O -15.951 -10.152 6.813
O -13.735 -8.453 2.141
B -14.674 -9.440 6.364
H -19.391 -8.874 0.726
H -17.233 -7.075 2.299
H -14.266 -5.409 8.406
H -16.003 -6.651 6.427
H -16.910 -8.548 2.120
O -14.299 -4.413 8.328
H -14.608 -4.049 4.724
H -19.261 -13.458 7.422
H -18.362 -6.881 5.092
H -14.559 -8.560 1.649
H -19.809 -11.593 3.666
H -19.548 -10.385 8.816
H -14.078 -8.431 3.035
O -17.733 -10.997 5.799
O -17.874 -9.229 9.083
H -19.797 -9.827 1.859
O -14.696 -9.551 4.920
H -12.751 -6.218 10.137
O -14.371 -8.059 6.840
H -18.473 -12.804 6.357
O -19.272 -11.366 2.905
O -11.584 -9.783 7.939
O -12.023 -12.836 7.234
O -21.635 -11.465 5.642
H -19.178 -7.361 3.812
O -13.537 -10.149 6.878
O -18.617 -13.682 6.718
H -11.824 -12.178 7.862
O -16.743 -6.130 6.091
H -16.939 -9.216 8.781
O -18.597 -6.661 4.158
O -20.260 -10.961 8.503
H -21.801 -10.629 5.209
H -14.512 -13.591 5.701
O -12.543 -6.299 11.082
O -19.957 -8.951 1.482
H -12.230 -12.330 6.433
H -21.021 -11.399 6.436
H -18.401 -11.124 3.312
H -20.958 -10.903 9.188
O -14.880 -9.552 10.751

=====

On energetic grounds, entry ii is preferred over the next structure by 25.3 kJ/mol.